Molecular formula: C6H10N4
Method: DFT, the ωB97M-V functional and the def2-TZVPD basis

Calculated values
* net charge: 0
* lowest unoccupied orbital energy: 0.76 eV
* structure (SMILES): [H]/N=C(\C)N=C=C(C)NN=C
* energy above the lowest of the compared OMol25 structures with the same formula, charge and spin: 4.2958 eV
* frontier orbital gap: 9.31 eV
* highest occupied orbital energy: -8.55 eV
* F_max: 0.1019 Eh/bohr

Geometry as XYZ:
```
20
Properties=species:S:1:pos:R:3:lowdin_charge:R:1
H -3.608 -1.609 1.266 0.071
N -2.578 -1.445 1.115 0.130
C -2.392 -0.583 0.219 -0.549
C -3.480 0.208 -0.508 -0.008
N -1.148 -0.504 -0.189 0.150
C -0.108 -0.066 0.299 0.038
C 1.091 0.444 0.489 -0.286
C 1.591 1.805 0.164 -0.036
N 2.111 -0.462 1.022 -0.059
N 2.786 -1.275 0.216 -0.087
C 3.199 -1.046 -0.965 -0.053
H -2.910 0.540 -1.456 0.104
H -3.975 1.023 -0.094 0.047
H -4.173 -0.547 -0.869 0.074
H 1.700 2.348 1.044 0.061
H 0.833 2.361 -0.298 0.062
H 2.449 1.800 -0.491 0.074
H 1.759 -1.064 1.850 0.164
H 3.848 -1.813 -1.324 0.048
H 3.004 -0.118 -1.489 0.054
```